Record 1
63
Properties=species:S:1:pos:R:3 method="wB97M-V/def2-TZVPD" total_charge=+2 total_energy_ev=-91302.28514 molar_mass_da=645.56 lumo_energy_ev=-7.0 homo_ev=-13.4 gap_ev=6.46 relative_energy_kj_mol=0.0 spin_multiplicity=1
Sn 0.19686 0.79278 -0.20337
C 0.57501 -2.56968 -1.42045
C 0.20889 -2.03249 -2.79547
S -0.67330 -0.46419 -2.66930
C 0.17534 0.56099 -3.88759
C 1.67961 0.69245 -3.73120
S 2.12351 1.41372 -2.13219
C 3.38510 0.29341 -1.49130
C 3.01913 -1.16625 -1.30707
S 1.53755 -1.50578 -0.31490
H 1.15891 -3.48700 -1.51639
H -0.31858 -2.81815 -0.84371
H -0.45592 -2.75151 -3.27451
H 1.07942 -1.92573 -3.43886
H -0.30920 1.53590 -3.80419
H -0.05797 0.16558 -4.87665
H 2.04420 1.38228 -4.49312
H 2.20448 -0.25058 -3.86987
H 3.68745 0.75477 -0.55091
H 4.24950 0.33991 -2.15526
H 3.84256 -1.66673 -0.79812
H 2.87323 -1.66261 -2.26550
C -3.38368 3.07075 -1.87233
C -2.52617 1.99719 -1.28434
N -1.24062 2.16581 -1.16418
N -0.69437 3.35962 -1.61096
C 0.26276 3.81490 -0.88880
S 0.88132 3.01999 0.55949
S 0.94242 5.37988 -1.32944
C -0.04899 6.35669 -0.12941
C -1.52191 6.11177 -0.26685
C -2.22191 6.54821 -1.38825
C -3.58425 6.31630 -1.49654
C -4.26016 5.63867 -0.48791
C -3.56673 5.18863 0.62562
C -2.20105 5.42269 0.73242
C -3.13314 0.73955 -0.84312
C -4.38942 0.39409 -1.37778
C -5.03595 -0.76336 -1.02396
C -4.45004 -1.61054 -0.09231
C -3.22197 -1.29804 0.46182
C -2.54864 -0.13997 0.09619
O -1.38286 0.10923 0.74053
H -2.86045 4.02093 -1.92835
H -4.28700 3.18685 -1.27788
H -3.68572 2.77495 -2.88017
H 0.23556 7.38478 -0.35567
H 0.29858 6.12802 0.87731
H -1.69998 7.08113 -2.17369
H -4.12406 6.67917 -2.36097
H -5.32732 5.47811 -0.56556
H -4.09008 4.67770 1.42282
H -1.66423 5.09041 1.61361
H -4.85905 1.04908 -2.09692
H -5.99616 -1.00263 -1.45713
H -4.95873 -2.51596 0.21065
H -2.76784 -1.93552 1.20847
N 2.51229 0.09935 2.05870
N 1.10884 0.41354 2.05970
H 2.79553 -0.23897 2.97385
H 3.00489 0.97604 1.91594
H 0.90953 1.19627 2.68198
H 0.57633 -0.37710 2.41357

---

Record 2
61
Properties=species:S:1:pos:R:3 method="wB97M-V/def2-TZVPD" total_energy_ev=-38385.24450 smiles="CCOCCn1c(CN2CCN(c3ccccc3)CC2)nc2c1c(=O)n(C)c(=O)n2C" molar_mass_da=426.52 lumo_energy_ev=0.6 homo_ev=-7.7 gap_ev=8.25 relative_energy_kj_mol=48.3 spin_multiplicity=1
C -4.70763 -2.86679 -2.17085
C -5.10572 -1.70631 -1.26134
O -4.04483 -1.19794 -0.48496
C -3.58353 -2.05373 0.53117
C -2.77596 -1.20952 1.52323
N -1.75073 -0.46221 0.84505
C -0.63786 -0.90519 0.21252
N 0.00463 0.06948 -0.41161
C -0.72301 1.18254 -0.18780
C -1.83227 0.88898 0.58631
C -2.76127 1.89116 1.00379
O -3.72808 1.74260 1.72995
N -2.41452 3.14123 0.48195
C -1.30954 3.46599 -0.29459
O -1.11837 4.60475 -0.66348
N -0.44563 2.44117 -0.61620
C 0.74866 2.70280 -1.38952
H 0.73267 2.10740 -2.30201
H 1.63396 2.43684 -0.81010
H 0.76160 3.76353 -1.63065
C -3.28488 4.26175 0.79844
H -3.63830 4.72354 -0.12268
H -4.11957 3.87483 1.37800
H -2.73697 5.00788 1.37358
C -0.11747 -2.30891 0.30712
N 1.32292 -2.40661 0.45245
C 2.03328 -2.08429 -0.78018
C 3.54019 -2.24996 -0.57356
N 3.99587 -1.37259 0.48797
C 4.16139 -0.01886 0.20241
C 4.76516 0.37660 -0.99837
C 4.97671 1.70715 -1.29477
C 4.60477 2.69956 -0.40363
C 4.03743 2.32713 0.80130
C 3.82013 0.99567 1.10384
H 3.37229 0.76398 2.05697
H 3.74880 3.08252 1.51867
H 4.76092 3.74063 -0.64055
H 5.44148 1.97142 -2.23373
H 5.09193 -0.36487 -1.71040
C 3.32400 -1.76798 1.70738
C 1.80637 -1.61645 1.57700
H 1.31528 -1.98197 2.48403
H 1.56613 -0.55001 1.45018
H 3.69894 -1.19203 2.55321
H 3.56530 -2.82079 1.88271
H 4.05996 -2.04252 -1.50599
H 3.76360 -3.27830 -0.27538
H 1.68719 -2.77410 -1.55421
H 1.82791 -1.05361 -1.10105
H -0.57556 -2.79842 1.17311
H -0.39878 -2.86874 -0.59099
H -3.43654 -0.47531 1.99100
H -2.33560 -1.85627 2.28793
H -4.42761 -2.51912 1.06135
H -2.95139 -2.85065 0.11130
H -5.43239 -0.85579 -1.86414
H -5.93454 -2.01312 -0.60530
H -5.53150 -3.10121 -2.83882
H -3.84003 -2.59082 -2.76529
H -4.46940 -3.75612 -1.59173

---

How do the records compare in strongest force on any atom? In the order shown, they have 0.8, 1.4 eV/Å.